[1]
The following is a DFT calculation (ωB97M-V/def2-TZVPD) of 11 unconnected molecules or ions with the total composition C42H69F3N10O4 at a distorted geometry.

Summary:
largest force on an atom = 1.353 eV/Å
gap between HOMO and LUMO = 9.0 eV
2S+1 = 1
total energy = -75914.0215 eV
LUMO level = 0.09 eV
highest occupied orbital energy = -8.9 eV
SMILES string = CCCCC[C@]1(O)C(=O)O[C@]([C@@H](C)CCC)(C(F)(F)F)[C@@H]1CCCCCOCC.CC#N.CC#N.CC#N.CC#N.CC#N.CC#N.CC#N.CC#N.CC#N.CC#N

Geometry as XYZ:
```
128
C42H69F3N10O4 ωB97M-V/def2-TZVPD
H 7.71 6.32 1.86
C -0.61 -0.95 -1.94
N -0.43 4.05 2.56
H 1.96 4.67 2.10
C -0.84 1.07 -7.03
H -2.02 -4.84 1.00
H 2.51 2.63 -0.39
C 7.49 2.81 -0.23
F -3.82 0.47 -3.34
C 0.75 -0.48 -4.15
H -1.81 -5.22 -6.08
H 2.06 0.73 -1.11
C -2.09 -0.92 -2.44
H -1.19 4.23 -2.93
C -0.72 2.21 -8.03
H -6.52 0.72 1.74
H -1.71 5.06 -0.11
H 9.02 5.30 2.42
H -1.57 -6.78 7.79
N -2.79 -4.77 5.64
H 2.51 1.40 2.40
H 3.46 0.81 1.04
H -4.86 -4.78 10.15
H 1.20 0.50 -7.29
N 7.24 5.38 -0.54
N 6.20 -0.24 1.53
C -4.25 -2.30 -2.36
H -3.83 -4.37 -0.63
H 0.40 0.93 1.19
H -3.98 -1.08 5.96
H 3.11 3.83 3.17
C 7.32 -0.45 1.43
C -0.27 3.70 -2.70
H -1.74 -3.24 -1.04
C 7.43 5.46 3.76
N 1.09 4.98 -0.88
H -3.94 -3.27 -2.73
H 1.83 -0.51 -4.05
H -3.93 -2.85 6.07
C 7.36 4.25 -0.40
C -1.74 5.53 0.87
O 3.41 3.56 1.15
N -2.99 -6.20 -8.85
H -6.43 -5.29 10.77
C 2.41 2.68 0.70
H -5.13 -2.43 -1.73
C 8.74 -0.72 1.29
C 0.41 -0.67 -5.64
C -5.36 -5.49 10.81
C 0.18 -1.52 -3.16
H 8.99 -0.89 0.24
H 9.32 0.12 1.66
F -1.79 1.18 -3.58
C 3.93 5.59 2.24
H 1.42 3.09 0.92
H 4.96 5.26 2.35
H -1.50 -3.93 -7.24
H 0.07 2.01 -8.76
H -2.78 5.66 1.17
C -3.13 -1.65 -1.53
C 3.01 4.39 2.23
C -0.94 -2.33 -3.80
C -4.57 -1.99 5.85
H 1.36 -0.51 1.46
H -1.53 1.33 -6.22
H 0.05 1.12 -2.04
C 1.33 0.42 0.89
H -4.42 -3.06 0.38
C -0.04 0.32 -1.31
N 6.74 4.99 4.55
C -2.93 -4.31 1.31
H 8.82 6.90 3.11
H 6.78 2.45 0.50
H -1.28 0.20 -7.53
H -1.56 -5.16 8.51
C -2.48 -5.27 6.63
C -2.61 0.50 -2.75
H -0.54 3.17 -7.54
F -2.75 1.24 -1.63
C -5.70 -1.98 6.77
O -2.07 -1.57 -3.73
H 1.67 -0.93 -0.76
C -5.07 -0.78 1.97
O -0.94 -3.42 -4.23
H -2.68 -3.60 2.10
H -3.06 -6.10 8.45
C -2.52 -2.66 -0.54
H 1.11 -1.40 -6.06
H 2.03 -2.01 -2.78
C -3.52 -3.61 0.09
H -4.88 1.18 1.27
H 9.01 -1.61 1.86
H 0.32 3.60 -3.61
C -5.08 -6.86 10.40
H 0.46 0.53 -3.85
H -3.59 -0.86 -0.91
H -0.47 -1.72 -1.19
H 3.82 6.14 1.30
H 7.29 2.31 -1.18
H 8.50 2.56 0.09
C -2.32 -5.67 -8.08
H -0.59 -1.08 -5.76
H -4.54 -1.69 -3.21
H -0.53 2.70 -2.34
H 3.68 6.25 3.07
C -5.61 0.37 1.26
N -4.86 -7.93 10.06
N -6.59 -1.98 7.50
H 0.90 1.43 -5.81
C 8.29 6.03 2.73
H -5.00 -5.32 11.83
O 1.16 -2.44 -2.74
H -5.83 0.11 0.23
C -1.02 4.72 1.83
H -2.03 -2.10 0.26
N -4.64 -1.70 2.51
H -0.44 -5.35 -7.19
H -3.62 -5.06 1.70
H -0.75 0.66 -0.55
C -1.47 -5.01 -7.10
C 2.51 1.29 1.32
C 0.51 0.64 -6.45
C -2.15 -5.86 7.91
H -1.29 6.52 0.78
C 1.32 0.10 -0.62
H -1.66 2.32 -8.59
C 0.49 4.42 -1.68
H -4.89 -2.07 4.82
```

---

[2]
The following is a DFT calculation (ωB97M-V/def2-TZVPD) of 9 unconnected molecules or ions with the total composition C42H69F6N15O12S6 at a distorted geometry.

Summary:
largest force on an atom = 6.718 eV/Å
gap between HOMO and LUMO = 3.8 eV
2S+1 = 1
charge = +4
total energy = -172871.5524 eV
LUMO level = -10.90 eV
highest occupied orbital energy = -14.7 eV

Geometry as XYZ:
```
150
C42H69F6N15O12S6 ωB97M-V/def2-TZVPD
C -2.92 -1.28 2.21
H -1.28 0.76 -3.52
C 0.81 -5.32 3.09
H -2.12 -6.24 -5.84
C -1.33 -2.47 0.79
F 3.47 2.03 -3.06
O 3.52 0.30 -0.09
H -6.53 1.15 2.23
H -1.42 3.24 1.56
C 5.64 3.14 -1.13
C -3.09 -3.70 -6.21
H 0.29 -4.55 2.51
H -9.60 -2.54 2.97
H 1.24 0.33 6.47
H 1.54 -4.40 -6.09
H 2.59 3.93 3.60
H -11.24 -1.11 3.36
O -0.81 0.92 0.62
H 3.96 4.70 -2.85
C 1.51 3.90 3.45
C 1.76 -4.62 4.07
C 1.46 -2.44 -2.67
H -0.57 -5.61 -6.23
H 1.53 5.68 2.39
S 5.07 0.95 4.95
H -4.67 4.82 2.80
C 1.18 0.14 5.40
H 0.00 -5.78 3.65
C -7.56 -2.09 2.40
C 0.97 4.76 2.28
H 3.02 6.39 0.86
H 3.51 -3.58 -7.46
C -5.29 -1.34 1.77
S 1.80 1.53 -6.27
H -3.39 -0.45 -3.98
F 5.63 0.89 6.44
O 0.68 2.44 -6.24
O 5.42 0.56 2.06
C 3.36 5.64 0.16
H 4.28 -2.95 -6.06
N 0.92 -1.25 5.11
C -8.84 -1.79 2.81
C -3.96 4.14 2.34
H 7.46 4.40 -0.88
H -7.37 -3.14 2.30
S 2.15 1.76 -3.96
O 1.15 1.99 -0.39
O 5.53 2.93 2.73
H 2.75 7.73 -2.06
H -3.58 -4.37 -6.90
N 3.08 1.82 -5.41
C 1.76 -4.05 -0.75
H 0.82 -3.59 -0.45
H -10.94 0.54 3.66
C -1.33 -0.10 -4.18
H -3.16 6.54 3.49
H 2.56 -5.50 -3.03
N -0.46 4.99 2.40
H -4.34 4.08 1.32
H 4.83 4.31 1.21
C -2.37 5.92 3.09
C -1.68 -3.27 -4.57
O 4.52 -0.39 4.80
H 2.61 -4.25 3.50
C 1.76 -2.15 4.59
H -4.18 -1.78 -5.88
C -0.28 -1.88 5.37
H -2.49 -1.38 -2.81
H -0.63 -2.18 1.57
H -1.41 -3.54 0.62
H 2.10 6.29 -2.80
N 3.25 5.85 -1.20
F -0.23 0.44 -1.61
O 2.26 0.56 2.00
H -5.84 -2.53 0.00
C 2.24 -4.48 -3.15
H 1.15 2.88 3.28
C -2.49 -1.04 -3.85
H -1.05 -3.43 -3.71
N -9.33 -0.53 2.79
H -1.15 -1.33 5.69
C -1.01 6.03 3.10
H -3.92 3.20 2.88
N 1.88 -3.64 -2.15
H -0.31 -0.48 -4.17
H 1.11 -1.64 -2.03
H -11.20 -0.15 1.91
H 6.95 3.59 0.55
F 7.49 1.64 2.15
C 7.01 3.47 -0.53
S 2.47 -0.16 0.76
H 5.18 2.22 -0.76
H 5.77 2.86 -2.17
C -3.34 -2.44 -5.74
N 2.21 -3.75 -4.28
H -2.06 -1.11 2.83
O 1.72 0.51 -3.44
H -0.84 -3.97 4.94
H 7.68 2.63 -0.70
H -1.51 0.32 -5.17
O 1.34 0.14 -6.34
H 1.39 6.83 -1.26
H -8.96 1.51 2.50
N 4.64 4.16 -0.88
H 1.21 4.26 1.35
C -3.75 -2.48 0.35
H 2.81 -2.25 -6.63
N 1.19 -0.69 0.04
N 1.17 -3.37 4.55
H 1.57 -1.75 -4.79
F 2.98 -1.57 1.37
S 6.06 1.59 2.84
H 1.09 4.31 4.37
C -1.48 4.23 1.99
C 2.52 -4.21 -5.65
F 2.39 1.81 -7.74
O 4.14 2.04 5.03
C -0.13 -3.16 4.96
C 1.72 -2.50 -4.02
C -7.18 0.30 2.30
C 2.30 6.76 -1.84
H 2.80 -1.88 4.41
H -4.45 -0.34 3.45
N -2.63 4.72 2.45
H 2.55 -3.60 -0.15
O 1.50 3.01 -3.64
C -4.22 -0.89 2.55
H -0.33 6.71 3.59
H 3.07 -5.15 -5.60
N -1.98 -4.18 -5.52
H 1.80 -5.14 -0.73
H 1.21 -6.04 2.39
N 6.59 1.18 4.21
C -8.52 0.52 2.56
H -3.44 -3.12 -0.46
N -2.74 -2.07 1.14
C 3.30 -3.21 -6.46
C 4.32 4.69 0.34
C -1.38 -5.50 -5.52
H 1.98 -5.28 4.91
S 0.40 0.79 -0.16
H -0.95 -5.80 -4.56
H 0.52 0.82 4.86
C -5.05 -2.13 0.63
C -10.79 -0.23 2.91
H -1.07 -1.89 -0.10
C 3.92 4.85 -1.79
H 2.15 0.30 4.92
C -6.69 -1.01 2.16
N -2.44 -2.20 -4.75
```

---

[3]
The following is a DFT calculation (ωB97M-V/def2-TZVPD) of a molecular structure, C42H69GeN4O3P4Ti.

Summary:
largest force on an atom = 0.942 eV/Å
gap between HOMO and LUMO (alpha / beta) = 6.0 / 6.3 eV
2S+1 = 2
charge = +2
total energy = -173552.8246 eV
LUMO level (alpha / beta) = -5.78 / -5.48 eV
highest occupied orbital energy (alpha / beta) = -11.8 / -11.8 eV

Geometry as XYZ:
```
124
C42H69GeN4O3P4Ti ωB97M-V/def2-TZVPD
H -2.44 1.47 -3.23
H 5.07 -3.12 -1.54
H 4.60 1.24 1.37
H -3.54 -1.45 4.16
H -4.83 -3.80 -0.63
H 4.36 -2.44 -0.08
H -1.84 0.42 -4.52
H -2.56 6.60 1.63
H -1.35 0.19 5.14
C -3.55 4.80 1.01
C -0.33 -6.51 -0.81
C 0.83 2.69 -2.47
H -0.32 5.80 0.91
H 3.91 1.77 -2.20
C -3.95 -1.85 -0.41
H 2.09 2.29 3.64
C -2.16 3.07 0.06
C 3.36 0.77 -0.33
H -1.16 -7.21 -0.91
C -1.43 -1.44 3.70
H -0.94 0.63 -3.01
H 4.57 -2.10 -3.76
C -1.09 -0.86 5.08
H 1.39 -4.63 0.50
C -2.45 5.62 1.18
C -5.27 -1.10 -0.16
H -4.28 2.89 0.36
C 4.01 0.39 1.00
H 0.56 -6.93 -1.26
H 3.09 -1.21 -4.07
C 3.43 -1.78 -1.98
P -2.54 -0.79 -1.04
H -3.20 -1.66 2.45
H 1.39 4.39 -5.35
C 2.27 -0.95 3.70
H 2.78 -2.64 -2.13
C -2.99 0.86 -0.39
H -4.17 -0.31 -4.43
N 0.78 1.44 -1.86
H -4.84 -2.87 -2.11
Ti -0.10 -1.37 -0.13
H -0.16 -6.29 0.24
H -5.73 -0.77 -1.09
N 0.20 3.43 -0.30
H 3.25 -1.42 3.67
H 4.47 -0.40 -3.33
C 1.23 2.73 1.71
H -1.30 -2.52 3.72
H 2.42 0.11 3.51
H 0.91 -3.23 4.05
H 1.87 -1.54 1.70
C 2.14 2.90 2.75
H 4.02 5.43 1.46
H -5.96 -1.80 0.32
Ge -0.13 1.21 -0.22
C -4.19 -0.50 -3.36
H -1.69 -1.39 5.82
C 1.19 -3.11 3.01
C 4.37 1.42 -1.28
C 0.48 3.78 -1.68
H -4.53 5.13 1.31
C -2.13 -4.54 1.11
H 3.83 4.00 3.47
C 1.13 4.22 -4.31
C -0.17 0.96 2.70
H 0.12 5.89 -1.54
H -3.37 0.72 0.64
H -3.37 -3.64 -1.59
C 0.76 5.29 -3.51
C -1.93 0.53 -3.43
C -1.07 3.94 0.20
H -2.33 -1.59 -3.28
H 0.72 6.29 -3.92
H -5.17 -0.25 0.50
H -2.92 -3.89 1.46
C 0.43 5.07 -2.18
H 4.68 -0.46 0.92
P -0.30 -0.84 2.37
H -4.81 -1.37 -3.19
C -3.41 3.52 0.46
H -1.68 -5.06 1.95
O -0.69 -5.31 -1.54
C -2.89 -1.14 3.34
H 2.26 0.70 -3.15
H -3.05 -0.07 3.19
C 1.50 0.35 -2.45
H -0.05 -0.98 5.36
H -1.17 1.27 3.03
H 0.44 -3.60 2.40
N -1.90 1.79 -0.45
H 1.88 -1.07 4.71
H 5.39 -1.45 -1.09
H -3.85 1.21 -0.98
C 1.36 -1.62 2.67
P 2.34 -0.57 -1.09
H -4.67 0.37 -2.90
C 3.91 -1.33 -3.36
C 1.78 -4.10 -0.37
H 5.20 0.75 -1.52
C 4.62 -2.22 -1.12
H 1.40 2.10 -4.47
H 4.79 2.30 -0.78
C 1.30 3.63 0.63
H -2.55 -5.27 0.41
H 0.88 -0.36 -3.02
N 0.25 1.74 1.57
H 0.48 1.07 3.57
H 2.60 1.53 -0.10
C -2.74 -0.65 -2.88
O 0.75 -3.23 -0.92
C 3.24 4.69 1.53
C 3.13 3.88 2.65
C 1.16 2.93 -3.81
P -0.81 -3.80 -1.16
C -4.25 -3.11 -1.24
O -1.09 -3.76 0.47
H -3.57 -2.16 0.56
H 2.09 -4.79 -1.15
H 3.26 0.18 1.76
H 2.14 -3.63 2.87
C -1.20 5.18 0.77
C 2.30 4.57 0.51
H 2.34 5.21 -0.35
H 2.61 -3.47 -0.07
```